Record 1
Density functional theory data (ωB97M-V/def2-TZVPD) for a molecular structure, C18H19IN2PtS in a non-equilibrium geometry.

Total charge: +2
Spin multiplicity: 5
Kohn-Sham gap (spin up / spin down) (eV): 7.446 / 5.067

Each line ends with the Mulliken charge.
Cartesian coordinates (Å):
1 C 1.898 0.495 3.076  -0.23
2 C 1.693 -0.954 3.110  -0.29
3 H 2.847 0.968 3.173  0.39
4 H 1.052 1.100 3.495  0.12
5 H 1.682 0.711 1.942  -0.26
6 H 1.383 -1.103 1.974  -0.19
7 H 2.566 -1.638 3.169  0.33
8 H 0.765 -1.417 3.462  0.19
9 C 0.581 2.428 -1.728  -0.10
10 C 0.757 3.314 -2.788  -0.73
11 C 0.716 2.762 -4.074  -0.47
12 C 0.537 1.394 -4.351  -0.57
13 H 0.656 2.643 -0.658  0.49
14 H 0.921 4.366 -2.552  0.45
15 H 0.843 3.437 -4.903  0.45
16 H 0.542 0.947 -5.316  0.52
17 N 0.302 1.155 -2.076  -0.37
18 C 0.322 0.529 -3.276  0.50
19 C 0.178 -0.926 -3.252  0.72
20 N 0.059 -1.485 -2.023  -0.32
21 C 0.058 -2.785 -1.637  -0.07
22 C 0.073 -3.215 -3.974  -0.46
23 C 0.008 -3.714 -2.664  -0.70
24 H 0.090 -2.982 -0.560  0.48
25 H -0.068 -4.770 -2.399  0.45
26 C 0.199 -1.854 -4.284  -0.56
27 H 0.309 -1.453 -5.271  0.49
28 H 0.038 -3.932 -4.782  0.45
29 Pt 0.081 -0.115 -0.569  0.81
30 I 2.866 -0.215 -0.625  0.25
31 S -1.871 -0.159 0.348  -0.16
32 C -1.833 0.242 2.074  0.65
33 C -1.878 -0.798 3.009  -0.51
34 C -2.024 -0.494 4.367  -0.45
35 C -2.108 0.837 4.778  -0.37
36 C -2.089 1.882 3.843  -0.61
37 C -1.942 1.588 2.484  -0.37
38 H -1.816 -1.825 2.648  0.44
39 H -2.077 -1.314 5.094  0.40
40 H -2.194 1.069 5.842  0.43
41 H -2.196 2.914 4.159  0.41
42 H -1.927 2.368 1.715  0.38

***

Record 2
Density functional theory data (ωB97M-V/def2-TZVPD) for a molecular structure, C18H19IN4O4Re in a non-equilibrium geometry.

Total charge: +2
Energy above the lowest of the compared OMol25 structures with the same formula, charge and spin (kcal/mol): 7.89
Spin multiplicity: 2
Kohn-Sham gap (spin up / spin down) (eV): 6.626 / 6.673

Each line ends with the Mulliken charge.
Cartesian coordinates (Å):
1 Re -0.053 -0.728 0.029  0.93
2 C -0.743 -0.446 -4.515  -1.19
3 C 0.686 -0.417 -4.070  0.83
4 N 1.633 -0.361 -5.003  -0.55
5 C 2.909 -0.347 -4.657  -0.91
6 C 3.361 -0.379 -3.349  0.58
7 C 4.845 -0.343 -3.068  -0.91
8 O 5.233 -1.326 -2.116  -0.52
9 C 2.380 -0.427 -2.335  -0.15
10 C 2.797 -0.425 -0.962  -0.16
11 N 2.024 -0.419 0.091  -0.27
12 C 2.695 -0.317 1.366  0.41
13 C 3.847 0.451 1.504  -0.05
14 C 4.505 0.506 2.723  -0.88
15 C 4.017 -0.189 3.818  -0.62
16 C 2.845 -0.923 3.709  -0.63
17 C 2.198 -0.970 2.488  0.31
18 I 0.346 -1.935 2.358  0.18
19 C 1.035 -0.451 -2.722  0.42
20 O 0.004 -0.515 -1.833  -1.03
21 H -0.768 -0.436 -5.600  0.36
22 H -1.288 0.421 -4.139  0.32
23 H -1.251 -1.339 -4.148  0.30
24 H 3.632 -0.316 -5.466  0.38
25 H 5.125 0.633 -2.660  0.28
26 H 5.390 -0.450 -4.006  0.49
27 H 5.612 -2.089 -2.564  0.32
28 H 3.868 -0.452 -0.798  1.27
29 H 4.218 1.033 0.671  0.59
30 H 5.397 1.108 2.820  0.42
31 H 4.530 -0.143 4.768  0.42
32 H 2.450 -1.441 4.573  0.39
33 C -4.373 -1.217 -0.741  -1.39
34 C -3.009 -0.849 -0.300  0.64
35 N -1.934 -1.569 -0.454  0.31
36 O -2.042 -2.686 -1.248  -0.38
37 C -2.712 0.405 0.403  0.55
38 C -3.659 1.441 0.884  -1.50
39 N -1.432 0.437 0.556  0.35
40 O -0.507 1.159 1.093  -0.57
41 H -4.357 -2.018 -1.472  0.40
42 H -4.870 -0.342 -1.162  0.39
43 H -4.957 -1.535 0.127  0.37
44 H -1.866 -3.460 -0.690  0.36
45 H -4.494 0.980 1.412  0.39
46 H -4.061 2.005 0.040  0.36
47 H -3.151 2.133 1.552  0.38

***

Energy: -1621.26673 -1592.57857 (Eh)